ORCA calculation (ωB97M-V/def2-TZVPD) on a 8-piece molecular cluster, C4H25N2O9 overall at a distorted geometry.

The multiplicity is 2. The calculation puts the relative energy (zero: lowest compared OMol25 entry of this formula, charge and spin) at 1.4105 eV. The value obtained for the highest occupied orbital energy (alpha / beta) is -2.2 / -9.8 eV. For the largest force on an atom, the calculation gives 4.95 eV/A. The value obtained for the frontier orbital gap (alpha / beta) is 0.1000 / 0.3719 hartree.

XYZ file:
```
40
Properties=species:S:1:pos:R:3:forces:R:3:mulliken_spin:R:1
N -1.338604 -0.451724 -0.770481 -3.2 0.2 -0.8 0.66
C -1.270874 -0.437100 0.690229 -0.2 1.1 2.0 0.23
C -0.240166 0.675269 1.042232 1.0 -1.9 0.9 0.86
N 0.521324 0.623305 2.191290 3.0 1.8 1.4 -0.09
C 0.913116 -0.587467 2.969254 -1.2 3.0 2.3 -0.04
C 1.794661 -1.461111 2.194049 -1.4 -1.2 0.4 0.44
O 1.174947 -1.902161 1.026664 0.6 -2.3 0.1 -0.27
O -0.133805 1.558057 0.223304 -0.4 1.8 -0.6 -0.10
H -0.438482 -0.694606 -1.187292 0.5 0.5 -0.2 -0.03
H -1.624382 0.597903 -1.177332 0.7 -2.8 0.7 -0.09
H -1.981492 -1.295023 -1.143162 1.2 2.5 0.5 0.00
H -2.232568 -0.199897 1.223829 0.4 0.2 -1.1 -0.06
H -1.022655 -1.388582 1.126424 0.3 -0.4 -0.3 -0.12
H 1.365522 1.378786 2.370701 -3.4 -1.7 -1.6 0.00
H 1.562431 -0.266573 3.864458 -0.9 0.2 -1.3 0.00
H -0.013835 -0.855068 3.528158 0.6 -1.2 -0.9 0.01
H 1.922460 -2.293116 2.873393 0.6 -0.7 -0.3 0.02
H 2.724123 -0.974966 2.030987 1.0 0.5 -0.3 -0.09
H 0.854701 -1.200154 0.476405 0.3 1.1 -0.6 0.16
H 0.713147 -3.325888 -0.693333 0.1 -0.2 0.3 0.02
H -0.271611 -4.554178 -0.634507 0.2 0.2 0.0 -0.02
O -0.131839 -3.672747 -1.006129 -0.3 0.1 -0.3 -0.10
H 0.851901 3.902576 2.142427 0.8 0.0 0.1 -0.02
H 0.548214 3.000739 1.007019 1.9 -0.1 0.4 0.00
O 1.353216 3.311807 1.552367 -2.2 0.3 -0.4 -0.06
H 1.086803 0.121329 -3.255689 -0.3 0.0 0.6 0.09
H 1.813406 0.366657 -1.888968 -2.4 -0.2 -1.0 0.13
O 0.857413 0.295627 -2.315883 2.8 0.1 0.2 -0.38
H -0.972968 -2.684909 -2.373036 0.1 -0.8 -0.9 0.08
H -2.083398 -2.078609 -3.552377 1.2 -0.8 0.8 0.00
O -1.706293 -2.120146 -2.647992 -1.5 0.9 -0.4 -0.15
H 3.826897 0.512839 -0.574002 0.0 -0.4 -1.1 0.03
H 4.218875 1.243427 -1.864803 -0.4 -1.0 0.2 -0.03
O 3.860126 0.369701 -1.559032 0.3 1.4 1.0 0.04
H -4.177224 2.343992 -0.641907 0.5 -1.1 0.1 0.04
H -3.789416 2.868795 0.646669 0.7 -2.2 -0.3 -0.02
O -3.672522 1.993581 0.130687 -1.1 3.2 0.3 -0.04
H -1.197399 2.444071 -2.655392 1.5 0.4 -0.9 0.06
H -1.785788 2.639668 -1.301416 0.7 2.5 4.2 0.00
O -1.877964 2.195897 -2.067813 -2.2 -3.1 -3.2 -0.19
```
Forces are in eV/Å.